# 1
Below is a 4-piece molecular cluster, C23H31BI2NO5P overall, with properties calculated with ωB97M-V with the def2-TZVPD basis set.

Last column: Löwdin charge in e.
Geometry (Å):
C1 -2.40 -1.96 2.37  -0.1168
C2 -1.55 -2.33 1.16  -0.2718
C3 -2.04 -1.87 -0.20  -0.7830
I1 -4.11 -2.24 -0.61  0.9022
O1 -1.81 -0.47 -0.35  -0.2409
P1 -0.72 -0.02 -1.42  0.2472
O2 0.54 -0.76 -1.38  -0.2153
O3 -1.53 -0.16 -2.78  -0.8142
I2 -0.92 0.88 -4.35  1.0070
O4 -0.67 1.54 -1.19  0.0085
B1 -0.32 2.26 -0.05  -0.7528
O5 0.18 1.52 0.99  0.2085
N1 -0.51 3.70 -0.05  -0.1034
C4 0.70 4.46 0.23  -0.0756
C5 -1.69 4.14 0.70  -0.0615
H1 -1.99 -2.46 3.26  0.0632
H2 -3.43 -2.28 2.26  0.0286
H3 -2.38 -0.89 2.55  0.0783
H4 -0.56 -1.87 1.26  0.1207
H5 -1.39 -3.41 1.12  0.1117
H6 -1.54 -2.42 -0.99  0.0285
H7 0.38 2.04 1.76  0.1140
H8 0.75 5.37 -0.38  0.0684
H9 0.78 4.76 1.28  0.0870
H10 1.59 3.87 -0.01  0.0950
H11 -1.40 4.70 1.59  0.0837
H12 -2.29 3.29 1.04  0.0910
H13 -2.34 4.77 0.10  0.0852
C6 -0.71 -6.95 -3.29  -0.0988
C7 0.29 -6.21 -3.89  -0.0976
C8 0.54 -4.91 -3.47  -0.0874
C9 -0.21 -4.35 -2.45  -0.0803
C10 -1.22 -5.09 -1.85  -0.0940
C11 -1.47 -6.39 -2.27  -0.0915
H14 -0.91 -7.97 -3.61  0.0990
H15 0.89 -6.65 -4.68  0.0991
H16 1.33 -4.33 -3.94  0.1028
H17 0.00 -3.34 -2.13  0.0827
H18 -1.82 -4.66 -1.06  0.0674
H19 -2.26 -6.97 -1.80  0.1011
C12 0.60 -5.72 5.86  -0.0974
C13 0.03 -4.66 6.56  -0.0979
C14 0.08 -3.38 6.03  -0.1000
C15 0.68 -3.15 4.81  -0.1083
C16 1.24 -4.21 4.10  -0.0965
C17 1.20 -5.49 4.63  -0.0958
H20 0.56 -6.72 6.27  0.0998
H21 -0.44 -4.84 7.52  0.0996
H22 -0.37 -2.55 6.58  0.0994
H23 0.71 -2.15 4.39  0.0986
H24 1.71 -4.03 3.14  0.1016
H25 1.64 -6.31 4.08  0.1006
C18 3.25 9.14 -3.24  -0.0973
C19 2.18 9.02 -4.12  -0.0972
C20 1.31 7.95 -4.00  -0.0959
C21 1.51 7.00 -3.00  -0.0979
C22 2.58 7.13 -2.13  -0.1016
C23 3.45 8.20 -2.25  -0.0957
H26 3.93 9.98 -3.34  0.0999
H27 2.03 9.76 -4.89  0.1000
H28 0.48 7.85 -4.68  0.1001
H29 0.83 6.16 -2.91  0.0974
H30 2.73 6.39 -1.35  0.0886
H31 4.29 8.30 -1.56  0.1001

The value obtained for the max |F| is 0.6 eV/Å. The total energy comes out at -62252.990 eV. The HOMO energy is -0.33654 Ha. The frontier orbital gap comes out at 8.0 eV. The net charge is 0.

***

# 2
Below is C23H31BrO2SSiSr as an isolated structure at a distorted geometry, with properties calculated with ωB97M-V with the def2-TZVPD basis set.

Last column: Löwdin charge in e.
Geometry (Å):
Sr1 -0.46 -0.36 -0.36  1.3527
Br1 3.31 0.23 -0.29  0.7726
C1 3.12 2.13 -0.16  -0.5960
C2 4.29 2.83 -0.07  -0.1512
C3 4.25 4.23 0.05  -0.0885
C4 3.05 4.88 0.09  -0.0502
C5 1.84 4.16 0.00  -0.1760
C6 0.60 4.85 0.03  -0.0605
C7 -0.57 4.16 -0.08  -0.1052
C8 -0.54 2.75 -0.23  -0.2121
C9 0.62 1.99 -0.27  -0.2371
C10 1.83 2.73 -0.15  -0.2615
H1 5.23 2.32 -0.10  0.0892
H2 5.18 4.79 0.12  0.1011
H3 3.01 5.96 0.20  0.1072
H4 0.60 5.93 0.14  0.1048
H5 -1.52 4.68 -0.07  0.0950
H6 -1.51 2.26 -0.34  0.0282
C11 0.96 0.52 2.85  -0.1210
O1 -0.43 0.61 2.50  -0.1840
H7 1.09 0.50 3.93  0.0840
H8 1.52 1.35 2.42  0.0766
H9 1.34 -0.41 2.42  0.0597
H10 -0.72 1.50 2.71  0.0828
C12 -3.72 -5.23 3.09  -0.0406
C13 -3.58 -3.90 2.41  -0.2710
C14 -3.59 -3.80 1.02  -0.0324
C15 -3.42 -2.58 0.39  -0.0673
C16 -3.24 -1.44 1.17  -0.4188
C17 -3.23 -1.52 2.55  -0.0661
C18 -3.40 -2.75 3.16  -0.0196
S1 -3.09 0.16 0.39  0.8854
C19 -4.87 0.37 0.11  -0.1849
O2 -2.55 -0.11 -0.98  -0.7423
H11 -3.79 -6.04 2.37  0.0809
H12 -4.61 -5.25 3.72  0.0857
H13 -2.86 -5.42 3.73  0.0886
H14 -3.70 -4.70 0.42  0.1242
H15 -3.41 -2.50 -0.69  0.1168
H16 -3.06 -0.62 3.15  0.1144
H17 -3.38 -2.82 4.24  0.1235
H18 -5.19 -0.47 -0.51  0.0685
H19 -5.03 1.31 -0.41  0.0632
H20 -5.39 0.36 1.07  0.0693
C20 2.12 -5.37 -0.62  -0.2060
Si1 0.59 -4.35 -0.15  0.3634
C21 -0.14 -5.04 1.46  -0.1843
C22 -0.65 -4.70 -1.55  -0.2010
C23 1.01 -2.57 0.06  -0.4370
H21 1.92 -6.44 -0.74  0.0167
H22 2.91 -5.26 0.13  0.0203
H23 2.52 -5.00 -1.56  0.0207
H24 -0.26 -6.13 1.44  0.0247
H25 -1.12 -4.60 1.66  -0.0096
H26 0.51 -4.79 2.30  0.0259
H27 -0.85 -5.77 -1.65  0.0220
H28 -0.24 -4.35 -2.50  0.0220
H29 -1.61 -4.19 -1.40  -0.0082
H30 1.99 -2.40 -0.41  -0.0922
H31 1.15 -2.38 1.14  -0.0654

The value obtained for the max |F| is 4.4 eV/Å. The total energy comes out at -118038.707 eV. The HOMO energy is -0.24434 Ha. The frontier orbital gap comes out at 6.5 eV. The net charge is 0. For the energy above the lowest of the compared OMol25 structures with the same formula, charge and spin, the calculation gives 39.34 kJ/mol.